# C30H50ClF5OP2ReSi2

A molecular structure, C30H50ClF5OP2ReSi2 (ωB97M-V with the def2-TZVPD basis set, OMol25).

For the HOMO energy (spin up / spin down), the calculation gives -5.03 / -7.08 eV. The value obtained for the lowest unoccupied orbital energy (spin up / spin down) is 0.0180 / -0.0210 Ha. The energy above the lowest of the compared OMol25 structures with the same formula, charge and spin is 118.9 kJ/mol. Its total energy is -96537.4385 eV. As for the net charge: 0. The calculation puts the frontier orbital gap (spin up / spin down) at 5.5 / 6.5 eV. As for the spin multiplicity: 4. For the molar mass, the calculation gives 861.5 g mol⁻¹.

Structure (XYZ):
```
92
C30H50ClF5OP2ReSi2 ωB97M-V with the def2-TZVPD basis set
Re -0.209 0.182 -0.914
C 0.075 0.968 -2.827
C -0.669 1.880 -1.963
C 0.192 2.192 -0.844
Si -2.463 2.346 -1.885
C 1.419 1.460 -0.995
C 1.348 0.679 -2.200
Si 2.745 -0.475 -2.632
H -0.251 0.616 -3.810
H -0.081 2.895 -0.065
H 2.309 1.533 -0.382
Cl 0.602 0.546 1.831
C 2.094 -1.301 -4.159
C 4.313 0.529 -2.939
C -3.142 1.559 -3.414
C -2.574 4.236 -1.902
H 4.105 1.230 -3.761
H 5.148 -0.121 -3.239
H 4.618 1.111 -2.057
H 1.262 -1.972 -3.912
H 2.889 -1.866 -4.656
H 1.727 -0.517 -4.832
H -2.057 4.581 -2.813
H -2.093 4.707 -1.029
H -3.628 4.552 -1.950
H -2.493 1.840 -4.251
H -4.158 1.922 -3.594
H -3.147 0.468 -3.318
C 3.174 -1.748 -1.302
C -3.392 1.731 -0.356
P 2.800 -1.217 0.411
H 4.240 -2.029 -1.350
H 2.575 -2.647 -1.506
P -2.336 1.515 1.118
H -3.801 0.734 -0.599
H -4.235 2.400 -0.097
C -3.421 0.657 2.401
C -2.254 3.331 1.765
C 4.405 -0.258 0.846
C 2.853 -2.800 1.398
C 1.437 -3.335 1.687
H 3.287 -2.463 2.354
C 3.664 -3.933 0.785
H 3.144 -4.341 -0.089
H 3.736 -4.735 1.528
H 4.675 -3.648 0.495
H 0.747 -2.549 2.016
H 1.491 -4.119 2.459
H 1.024 -3.801 0.783
H 4.397 0.548 0.090
C 5.647 -1.132 0.687
C 4.410 0.360 2.251
H 5.818 -1.481 -0.339
H 5.598 -1.991 1.373
H 6.512 -0.520 0.979
H 3.902 1.328 2.267
H 5.451 0.567 2.537
H 3.963 -0.312 3.003
H -1.785 3.853 0.914
C -1.369 3.502 3.006
C -3.634 3.927 2.041
H -4.276 3.979 1.156
H -3.492 4.955 2.403
H -4.151 3.370 2.833
H -0.309 3.556 2.753
H -1.511 2.698 3.744
H -1.609 4.461 3.487
C -3.063 -0.840 2.506
C -4.909 0.784 2.170
H -3.108 1.137 3.342
H -5.204 0.220 1.284
H -5.249 1.809 2.058
H -5.431 0.345 3.023
H -3.468 -1.379 1.641
H -3.533 -1.275 3.405
H -1.979 -1.009 2.544
C 1.464 1.946 2.813
H 1.253 1.856 3.877
H 1.090 2.808 2.265
H 2.512 1.794 2.604
F -3.386 -5.783 -2.146
C -2.756 -4.680 -1.709
C -1.365 -4.573 -1.750
F -0.640 -5.568 -2.289
C -0.753 -3.458 -1.241
F 0.604 -3.335 -1.405
C -1.505 -2.429 -0.657
O -0.902 -1.464 0.021
C -2.904 -2.489 -0.758
F -3.647 -1.362 -0.522
C -3.519 -3.621 -1.231
F -4.864 -3.628 -1.265
```

# C30H51Cl2N2PSSn

A molecular structure, C30H51Cl2N2PSSn (ωB97M-V with the def2-TZVPD basis set, OMol25).

For the HOMO energy, the calculation gives -5.21 eV. The value obtained for the lowest unoccupied orbital energy is -0.0103 Ha. Its total energy is -85917.8420 eV. As for the net charge: 0. The calculation puts the frontier orbital gap at 4.9 eV. For the molar mass, the calculation gives 692.4 g mol⁻¹.

Structure (XYZ):
```
88
C30H51Cl2N2PSSn ωB97M-V with the def2-TZVPD basis set
P 0.012 0.422 -1.495
C -1.786 0.689 -2.080
C -2.037 1.018 -3.572
C -3.501 1.350 -3.887
C -4.485 0.341 -3.280
C -4.181 -0.042 -1.832
C -2.717 -0.435 -1.615
C 0.515 -1.230 -2.199
C -0.046 -1.425 -3.606
C 0.575 -2.641 -4.281
C 0.404 -3.896 -3.412
C 0.772 -3.698 -1.937
C 0.163 -2.436 -1.319
C 0.844 1.539 -2.741
C 0.435 3.002 -2.559
C 0.923 3.822 -3.757
C 2.433 3.684 -3.985
C 2.901 2.226 -3.994
C 2.365 1.431 -2.798
H -1.999 1.589 -1.480
H -1.754 0.164 -4.206
H -1.445 1.876 -3.916
H -3.630 1.374 -4.980
H -3.722 2.369 -3.538
H -5.492 0.762 -3.337
H -4.482 -0.565 -3.902
H -4.411 0.799 -1.166
H -4.828 -0.868 -1.526
H -2.545 -0.652 -0.552
H -2.509 -1.360 -2.173
H 1.613 -1.146 -2.248
H 1.638 -2.436 -4.477
H 0.131 -0.565 -4.264
H -1.132 -1.579 -3.535
H 0.096 -2.783 -5.260
H 1.015 -4.700 -3.831
H -0.644 -4.217 -3.482
H 0.464 -4.573 -1.359
H 1.863 -3.627 -1.842
H 0.531 -2.298 -0.293
H -0.930 -2.537 -1.257
H 0.454 1.170 -3.704
H -0.651 3.135 -2.436
H 0.903 3.364 -1.634
H 0.396 3.489 -4.667
H 0.658 4.873 -3.610
H 2.980 4.247 -3.219
H 2.703 4.160 -4.930
H 3.993 2.182 -3.990
H 2.575 1.749 -4.931
H 2.709 0.390 -2.877
H 2.763 1.827 -1.856
Sn 0.452 0.385 0.999
Cl 2.881 0.295 0.598
Cl -1.227 2.159 1.237
C 0.174 -1.017 2.609
H 0.864 -0.820 3.445
C -0.679 -2.119 2.808
C -0.443 -3.043 3.892
C -1.101 -4.265 3.931
C -2.030 -4.598 2.927
C -2.379 -3.653 1.939
C -1.783 -2.403 1.922
H 0.278 -2.776 4.668
H -0.910 -4.976 4.740
H -3.137 -3.892 1.187
H -2.097 -1.599 1.251
H -2.497 -5.586 2.912
C 3.592 0.239 4.483
N 2.595 0.758 5.418
C 3.025 0.820 6.809
C 1.564 1.474 4.886
S 1.604 1.956 3.248
N 0.490 1.807 5.655
C 0.599 2.079 7.083
C -0.685 2.409 5.010
H 4.362 -0.267 5.071
H 4.042 1.069 3.919
H 3.132 -0.456 3.771
H 3.030 1.842 7.206
H 2.440 0.146 7.447
H 4.071 0.501 6.828
H 1.492 2.681 7.309
H -0.267 2.695 7.359
H 0.579 1.151 7.680
H -0.467 3.426 4.666
H -0.985 1.802 4.152
H -1.476 2.442 5.764
```